Entry 1:
Here is C31H55CuNO2P as an isolated structure from the OMol25 dataset. Energies are from the ωB97M-V functional and the def2-TZVPD basis.

Computed properties:
Energy above the lowest of the compared OMol25 structures with the same formula, charge and spin: 0.00 kcal/mol
Spin multiplicity: 2
Net charge: -1

Last column: Mulliken spin population.
CARTESIAN COORDINATES (ANGSTROEM)
O1 2.075232 -5.908297 -1.667045  -0.0010
C1 2.248579 -6.618220 -0.374973  -0.0001
C2 2.480708 -7.992459 -0.971430  -0.0002
H1 1.328068 -6.546341 0.228023  -0.0001
H2 3.123184 -6.253476 0.186769  0.0001
C3 2.173802 -7.240706 -2.279820  -0.0002
H3 1.754010 -8.747420 -0.667840  0.0000
H4 3.517768 -8.327498 -0.900825  0.0000
C4 0.842983 -7.685990 -2.852788  0.0001
H5 0.062786 -7.658676 -2.080380  0.0000
H6 0.920066 -8.716663 -3.224012  0.0000
H7 0.553349 -7.035226 -3.685395  0.0000
C5 3.289248 -7.362866 -3.300445  0.0000
H8 4.245685 -7.044824 -2.872402  0.0000
H9 3.058556 -6.747814 -4.178487  -0.0001
H10 3.369514 -8.414011 -3.614329  0.0000
Cu1 1.229420 -1.638987 -1.748190  0.1306
C6 2.553215 1.230201 -1.678337  -0.0665
C7 1.831397 0.813163 -0.535512  0.1612
C8 2.193209 -0.541277 -0.238198  0.0666
H11 1.099678 1.420913 0.002960  0.0263
C9 3.115991 -0.984896 -1.289772  0.0141
C10 3.277388 0.129981 -2.196933  0.2017
H12 3.879255 0.126854 -3.114353  0.0006
H13 2.586715 2.249605 -2.076931  -0.0009
H14 2.002594 -1.037898 0.716832  0.0062
H15 3.730747 -1.885218 -1.218780  0.0064
C11 -0.411418 0.668212 -2.924662  -0.0361
C12 0.037631 -0.327414 -3.830168  0.1835
C13 -0.202438 -1.620767 -3.243083  0.0464
H16 0.462849 -0.127812 -4.815173  -0.0028
C14 -0.798226 -1.391507 -1.925229  0.0271
C15 -0.924252 0.041825 -1.765368  0.2086
H17 -1.330430 0.569092 -0.899577  0.0132
H18 -0.382578 1.748144 -3.088351  -0.0036
H19 -0.191585 -2.592731 -3.741867  0.0082
H20 -1.267243 -2.155186 -1.296715  0.0095
O2 -0.318420 -5.107882 1.517377  -0.0002
C16 0.280829 -4.271428 0.478008  -0.0001
C17 1.666782 -3.819057 0.964281  -0.0025
H21 -0.372796 -3.386645 0.314417  -0.0008
H22 0.345860 -4.837082 -0.459629  0.0013
C18 1.527780 -3.883805 2.510308  0.0008
H23 1.944476 -2.823496 0.609430  0.0054
H24 2.440995 -4.539094 0.660786  -0.0006
C19 0.125599 -4.508819 2.764973  -0.0005
H25 1.682277 -2.887269 2.950199  -0.0002
H26 2.305157 -4.567227 2.870379  0.0000
H27 -0.584912 -3.684530 3.009944  0.0001
H28 0.120254 -5.248137 3.601015  0.0000
C20 -2.145845 1.901741 2.839571  -0.0008
C21 -1.596889 3.336176 2.779104  0.0009
C22 -2.513469 4.298084 3.544331  0.0002
C23 -0.221560 3.310817 3.451719  -0.0011
P1 -1.424945 3.852913 0.965098  0.0008
N1 -0.813308 2.593586 0.197544  -0.0026
C24 -3.115886 4.175708 0.175637  -0.0003
C25 -3.672328 5.540310 0.582423  0.0001
C26 -2.988058 4.104063 -1.353062  -0.0029
C27 -4.111116 3.076290 0.575953  0.0001
C28 -0.233039 5.298851 0.718196  0.0004
C29 1.208237 4.815350 0.939155  -0.0011
C30 -0.293063 5.809849 -0.728205  0.0000
C31 -0.554158 6.446959 1.674823  0.0000
H29 -1.914226 1.478663 3.824005  0.0000
H30 -1.651580 1.291265 2.077676  0.0005
H31 -3.226709 1.845324 2.696239  0.0000
H32 -2.462060 4.015457 4.607521  0.0000
H33 -2.189272 5.344741 3.467851  0.0000
H34 -3.566355 4.231802 3.241358  0.0000
H35 0.494305 2.730060 2.863571  0.0008
H36 0.177743 4.309097 3.658282  -0.0001
H37 -0.335905 2.807100 4.420757  0.0000
H38 -3.084835 6.371108 0.178287  0.0000
H39 -4.685025 5.613394 0.160503  0.0000
H40 -3.756454 5.653926 1.668270  0.0000
H41 -2.549699 3.140511 -1.639646  0.0029
H42 -4.000405 4.187091 -1.776841  0.0000
H43 -2.376523 4.907832 -1.767794  0.0001
H44 -3.689630 2.080303 0.397727  -0.0001
H45 -4.450185 3.160271 1.614303  0.0000
H46 -5.000481 3.175764 -0.064624  0.0000
H47 1.400820 4.488416 1.963933  -0.0007
H48 1.431126 3.986582 0.255817  0.0013
H49 1.879069 5.657050 0.715045  0.0000
H50 -1.204695 6.376978 -0.945772  0.0001
H51 0.553687 6.495205 -0.877065  0.0000
H52 -0.178387 4.986004 -1.442019  0.0001
H53 -1.583047 6.806122 1.569313  0.0000
H54 -0.371087 6.190622 2.722766  0.0000
H55 0.115900 7.279275 1.419544  0.0000

Atoms 1-3, force components in eV/Å:
0.56 -2.02 0.95
-0.02 0.73 0.86
-0.06 0.84 -0.29

=====

Entry 2:
Here is a 4-piece molecular cluster, C31H55O13S overall from the OMol25 dataset. Energies are from the ωB97M-V functional and the def2-TZVPD basis.

Computed properties:
Energy: -70477.9742 eV
Net charge: +1

Last column: Mulliken charge in e.
CARTESIAN COORDINATES (ANGSTROEM)
C1 5.408627 -0.580510 0.793910  -1.0968
C2 4.560285 0.591096 0.057298  -0.0303
C3 3.233322 0.959954 0.872582  0.3931
O1 3.327404 1.075471 2.124411  -0.5433
O2 1.929277 1.123402 0.312041  -0.2751
C4 1.696023 2.529106 -0.074455  -0.1830
C5 0.297117 2.937287 0.582448  -0.2838
S1 -0.821553 3.997379 -0.439608  0.0912
C6 -2.458983 3.112103 -0.777365  -0.3039
O3 -2.305032 1.860442 -1.452963  -0.4547
C7 -2.093128 0.756467 -0.577203  0.3699
C8 -2.651190 0.557377 0.847210  -0.7141
C9 -2.385324 -0.700855 1.744745  0.6150
C10 -3.035921 -0.712947 3.222598  -0.8601
C11 -1.509088 -1.852946 1.190722  -0.6782
C12 -0.949966 -1.687061 -0.250388  -0.6948
C13 -1.221261 -0.424967 -1.148507  0.9136
C14 -0.589665 -0.452674 -2.611614  0.1838
C15 -0.470225 -1.943220 -3.251809  -1.3462
C16 0.886551 0.195310 -2.706907  -0.0830
C17 -0.148953 4.284322 -2.166013  -0.6476
C18 0.965762 5.461369 -2.052494  0.3616
C19 2.327313 5.026008 -2.789313  -0.9510
O4 1.129797 5.793435 -0.645138  -0.6105
H1 4.887736 -1.594048 0.759949  0.3075
H2 6.427677 -0.722670 0.266144  0.3393
H3 5.630875 -0.278428 1.878765  0.2807
H4 4.347793 0.231693 -1.015063  0.2412
H5 5.238548 1.506425 0.008298  0.1496
H6 1.742282 2.543787 -1.211142  -0.1364
H7 2.543544 3.125611 0.433778  0.5140
H8 0.544490 3.550545 1.532441  0.4806
H9 -0.196344 1.971969 0.988476  0.2354
H10 -2.993087 3.816010 -1.526173  0.4972
H11 -3.117709 3.100535 0.151568  0.2811
H12 -3.327766 1.368561 1.310674  -0.1861
H13 -3.989515 -0.061724 3.196288  0.3267
H14 -3.345408 -1.765421 3.560612  -0.1531
H15 -2.342564 -0.190676 3.986239  0.3689
H16 -1.307081 -2.744296 1.866441  0.4820
H17 -0.315047 -2.563589 -0.644206  0.3193
H18 -1.274884 0.134658 -3.328042  0.3231
H19 -0.634150 -1.874726 -4.379865  0.3466
H20 0.631529 -2.255041 -3.106225  0.3383
H21 -1.185803 -2.693182 -2.777273  0.3360
H22 1.281079 -0.023346 -3.770039  0.4874
H23 1.631143 -0.223501 -1.953768  0.3168
H24 0.746628 1.331118 -2.655852  -0.8108
H25 0.226431 3.335476 -2.671930  -0.0237
H26 -1.002769 4.728933 -2.808418  0.5661
H27 0.567161 6.424695 -2.550439  0.4229
H28 2.144453 4.051506 -3.354371  0.2714
H29 3.146098 4.815254 -2.012892  0.1378
H30 2.607558 5.882153 -3.509767  0.3259
H31 2.017475 5.507091 -0.325244  0.3457
C20 -7.634225 -5.876486 3.539323  -1.0196
C21 -7.915417 -4.404322 3.775029  -0.2848
O5 -6.825757 -3.593275 3.313191  -0.3887
C22 -6.773279 -3.391765 1.985147  0.6523
O6 -7.553310 -3.819014 1.169942  -0.5535
O7 -5.681897 -2.651122 1.716627  -0.1091
C23 -5.452961 -2.439510 0.328874  -0.4056
H32 -6.674061 -6.159611 3.978697  0.2052
H33 -8.421133 -6.494136 3.976685  0.3830
H34 -7.574499 -6.101917 2.471895  0.3073
H35 -8.010279 -4.220668 4.847355  0.3173
H36 -8.854454 -4.092774 3.309546  0.3458
H37 -6.337322 -2.032007 -0.165950  0.3603
H38 -5.145087 -3.374611 -0.144332  0.3048
H39 -4.641411 -1.716667 0.231047  -0.1335
C24 -3.775729 -4.376941 4.234910  -0.7113
C25 -2.957517 -5.221785 3.277140  -0.2692
O8 -1.670762 -5.525954 3.829995  -0.3160
C26 -1.652341 -6.509266 4.745928  0.7419
O9 -2.605702 -7.146341 5.123601  -0.5501
O10 -0.391447 -6.643822 5.188387  -0.3456
C27 -0.246815 -7.598609 6.239113  -0.6267
H40 -3.218280 -3.486070 4.534527  0.3581
H41 -4.714790 -4.069967 3.771834  -0.0351
H42 -4.008285 -4.927733 5.149538  0.4148
H43 -2.778626 -4.657941 2.358262  0.2682
H44 -3.484544 -6.137867 2.995916  0.3729
H45 -0.675482 -8.563752 5.960918  0.2957
H46 -0.711497 -7.220398 7.152228  0.2909
H47 0.819391 -7.735748 6.423205  0.2274
C28 8.029058 5.320922 -7.054049  -1.1035
C29 6.604005 5.358471 -6.535397  -0.1655
O11 6.475673 4.591831 -5.329722  -0.3450
C30 6.920025 5.190353 -4.213253  0.7258
O12 7.397816 6.296186 -4.141306  -0.5335
O13 6.764907 4.329976 -3.186257  -0.2943
C31 7.287321 4.808862 -1.948714  -0.5896
H48 8.370191 4.288646 -7.165552  0.2947
H49 8.101370 5.825525 -8.019588  0.3564
H50 8.715957 5.809668 -6.359236  0.3113
H51 5.938347 4.900412 -7.270148  0.2894
H52 6.257394 6.384123 -6.380794  0.3058
H53 6.888581 5.796025 -1.704118  0.3127
H54 8.378145 4.834595 -1.990421  0.3231
H55 6.987122 4.113731 -1.163129  0.1127

Atoms 1-3, force components in eV/Å:
0.39 0.32 0.12
-0.08 -0.92 -0.49
0.98 -0.12 4.49